Entry 1:
The following is a DFT calculation (ωB97M-V/def2-TZVPD) of a structure of composition C24H52F2GdO12P3 in a non-equilibrium geometry.

Geometry (Å):
1 Gd 0.1301 -0.9800 0.8073
2 C 4.1120 2.0057 2.1157
3 C 4.6786 0.9448 1.1958
4 C 6.1943 0.9609 1.1481
5 O 4.1948 1.2021 -0.1702
6 P 3.1538 0.2193 -0.8354
7 O 2.3167 -0.5221 0.1261
8 C 2.1476 1.2638 -1.9234
9 P 0.8620 2.0376 -0.9062
10 O -0.0224 1.0645 -0.2336
11 O 0.0487 3.0107 -1.8594
12 C -1.0427 2.4554 -2.6609
13 C -2.3245 3.1439 -2.2359
14 C -0.7044 2.6816 -4.1224
15 O 1.7269 2.9693 0.0079
16 C 1.2353 4.0460 0.8730
17 C 1.2171 5.3398 0.0757
18 C -0.1013 3.7103 1.5117
19 O 3.9499 -0.8148 -1.7218
20 C 4.7917 -0.6221 -2.8826
21 C 3.9473 -0.5606 -4.1470
22 C 5.7255 0.5717 -2.7604
23 H 4.4883 1.8432 3.1249
24 H 3.0271 1.9300 2.1415
25 H 4.4061 2.9991 1.7686
26 H 4.3178 -0.0326 1.5114
27 H 6.5478 1.9141 0.7509
28 H 6.5743 0.1512 0.5244
29 H 6.5848 0.8311 2.1569
30 H 1.6594 0.5950 -2.6357
31 H 2.7237 2.0320 -2.4354
32 H -1.1244 1.3873 -2.4430
33 H -2.2139 4.2261 -2.3228
34 H -2.5606 2.8901 -1.2022
35 H -3.1469 2.8176 -2.8722
36 H -0.5941 3.7497 -4.3154
37 H -1.5013 2.2889 -4.7531
38 H 0.2281 2.1823 -4.3888
39 H 1.9997 4.1075 1.6473
40 H 0.4539 5.2902 -0.6999
41 H 2.1879 5.4945 -0.3964
42 H 1.0073 6.1832 0.7331
43 H -0.8842 3.6606 0.7527
44 H -0.3620 4.4843 2.2326
45 H -0.0508 2.7506 2.0260
46 H 5.3815 -1.5383 -2.9043
47 H 3.4691 0.4141 -4.2564
48 H 3.1819 -1.3371 -4.1255
49 H 4.5840 -0.7253 -5.0156
50 H 5.1618 1.5021 -2.6803
51 H 6.3600 0.6216 -3.6448
52 H 6.3600 0.4833 -1.8798
53 C -5.3271 -0.7202 -0.0631
54 C -4.8634 -0.1915 1.2948
55 C -6.0148 -0.1963 2.2926
56 C -4.2909 1.2213 1.1610
57 O -3.8761 -1.0716 1.8937
58 P -2.5278 -1.5930 1.2053
59 O -1.4734 -1.6584 2.2734
60 O -2.0733 -0.7734 0.0292
61 O -2.8780 -3.0266 0.5971
62 C -3.3221 -4.2261 1.2762
63 C -4.8480 -4.2118 1.3433
64 C -2.7306 -4.3654 2.6753
65 C -2.8440 -5.3624 0.3785
66 H -6.0396 -0.0257 -0.5087
67 H -5.8095 -1.6920 0.0522
68 H -4.4712 -0.8326 -0.7273
69 H -6.8226 0.4484 1.9453
70 H -5.6604 0.1596 3.2604
71 H -6.3979 -1.2106 2.4132
72 H -5.0378 1.8860 0.7249
73 H -3.4065 1.1982 0.5260
74 H -4.0038 1.6014 2.1434
75 H -5.1880 -3.4009 1.9886
76 H -5.2100 -5.1587 1.7449
77 H -5.2616 -4.0695 0.3437
78 H -3.0632 -3.5473 3.3139
79 H -1.6424 -4.3294 2.6285
80 H -3.0458 -5.3118 3.1154
81 H -3.2568 -5.2370 -0.6230
82 H -3.1591 -6.3251 0.7815
83 H -1.7561 -5.3360 0.3090
84 C 1.1553 -4.5317 0.5151
85 O 0.6692 -3.2027 0.4174
86 C 0.4772 -2.5796 -0.9671
87 O 0.7384 -3.2722 -1.9000
88 H 2.2419 -4.5252 0.6133
89 H 0.8788 -5.0816 -0.3831
90 H 0.7143 -4.9900 1.3996
91 F 2.4763 -0.4764 3.0787
92 C 1.1347 -0.8684 3.0144
93 F 0.4873 0.4481 2.5592
94 H 0.8248 -0.8854 4.0627

Calculated values
Lowest unoccupied orbital energy (spin up / spin down) in eV: 0.4 / 0.4
E_HOMO (spin up / spin down) in eV: -7.29 / -7.48
Energy relative to the best compared isomer or geometry (same formula, charge and spin) in kcal/mol: 4.3
Spin multiplicity: 8
<S²>: 15.87
HOMO-LUMO gap (spin up / spin down) in eV: 7.691 / 7.880

***

Entry 2:
The following is a DFT calculation (ωB97M-V/def2-TZVPD) of a cluster of 4 separate species, C24H52F8N5O17P4S2 in total in a non-equilibrium geometry.

Geometry (Å):
1 N 0.6828 -7.5145 -4.0660
2 C 0.9640 -6.6860 -5.2992
3 C 0.2959 -5.3329 -5.0932
4 N 0.8117 -4.0994 -4.7748
5 C -0.2808 -3.2884 -4.6886
6 N -0.1314 -1.9892 -4.3411
7 S 1.5518 -1.4995 -4.0992
8 P -1.2873 -0.7256 -4.0926
9 O -0.6055 0.3515 -3.3564
10 O -2.5849 -1.1038 -3.1762
11 O -1.6655 -0.0454 -5.5251
12 N -1.4983 -3.9143 -4.9776
13 S -3.1489 -3.5343 -5.0982
14 O -3.7690 -4.5103 -5.9614
15 O -3.4796 -2.2732 -5.6878
16 C -4.0051 -3.8358 -3.4486
17 F -4.8434 -2.8715 -3.1260
18 F -2.9738 -3.8905 -2.5313
19 C -4.7418 -5.2111 -3.3563
20 F -3.9943 -6.2733 -3.7375
21 F -4.9646 -5.3994 -2.0257
22 C -6.1488 -5.3077 -4.0704
23 F -7.1155 -5.3595 -3.1323
24 F -6.4403 -4.2869 -4.8844
25 F -6.2695 -6.4448 -4.7734
26 N -1.0420 -5.1932 -5.1899
27 F -1.7114 -6.3186 -5.4680
28 H 0.3092 -6.8820 -3.3564
29 H -0.1066 -8.1127 -4.3202
30 H 2.0579 -6.6230 -5.4316
31 H 0.5029 -7.2511 -6.1374
32 H 1.9159 -1.0983 -5.3600
33 H -2.2324 -1.5214 -2.3652
34 H -1.8532 0.8871 -5.3019
35 O 5.4447 0.5306 1.1331
36 P 5.7851 0.6545 -0.3304
37 O 5.8623 2.2995 -0.4199
38 C 6.5596 3.0584 0.5593
39 C 8.0608 2.9694 0.3767
40 O 4.2676 0.4246 -0.9419
41 C 3.3133 -0.3505 -0.2190
42 C 2.3630 0.5594 0.5353
43 O 6.3396 0.4410 -1.8828
44 C 6.8017 1.4379 -2.7880
45 C 8.3141 1.3662 -2.9127
46 H 6.2763 2.7572 1.5696
47 H 6.2431 4.0972 0.4437
48 H 8.4024 1.9309 0.4164
49 H 8.5803 3.5372 1.1501
50 H 8.3531 3.3754 -0.5940
51 H 3.8077 -1.0547 0.4513
52 H 2.7512 -0.9434 -0.9470
53 H 2.9011 1.2848 1.1464
54 H 1.7002 -0.0194 1.1822
55 H 1.7524 1.1333 -0.1656
56 H 6.4767 2.4447 -2.5417
57 H 6.3550 1.2061 -3.7583
58 H 8.7915 1.3313 -1.9332
59 H 8.7007 2.2215 -3.4695
60 H 8.6088 0.4547 -3.4363
61 O -4.8248 -1.7841 3.8378
62 P -5.8742 -2.3378 2.9075
63 O -5.8580 -1.1167 1.7867
64 C -4.6400 -0.5885 1.2899
65 C -3.9836 -1.5240 0.2911
66 O -7.2088 -1.9012 3.7623
67 C -7.1450 -1.7654 5.1853
68 C -6.9994 -0.3055 5.5672
69 O -6.8882 -3.2924 1.9950
70 C -7.3699 -3.0431 0.6832
71 C -6.6540 -3.9438 -0.3082
72 H -3.9507 -0.3498 2.1018
73 H -4.8802 0.3558 0.7970
74 H -3.7935 -2.5056 0.7348
75 H -3.0348 -1.1089 -0.0611
76 H -4.6327 -1.6737 -0.5763
77 H -6.3361 -2.3677 5.5996
78 H -8.0774 -2.1599 5.5937
79 H -6.1712 0.1690 5.0391
80 H -6.8352 -0.1992 6.6407
81 H -7.9005 0.2482 5.2961
82 H -7.3105 -2.0017 0.3789
83 H -8.4331 -3.2943 0.6890
84 H -5.5741 -3.9102 -0.1586
85 H -6.8846 -3.6558 -1.3345
86 H -6.9565 -4.9833 -0.1680
87 O 4.1501 6.3979 5.5782
88 P 2.8259 6.0489 4.9472
89 O 3.3948 5.4873 3.5001
90 C 4.4941 4.5914 3.4380
91 C 4.0926 3.1858 3.8391
92 O 2.3737 7.5650 4.4887
93 C 2.8383 8.7067 5.2120
94 C 4.0085 9.3453 4.4897
95 O 1.2606 5.5876 4.6218
96 C 0.7826 4.8594 3.4993
97 C 0.4473 3.4343 3.9081
98 H 5.3296 4.9416 4.0477
99 H 4.8437 4.5856 2.4036
100 H 3.6704 3.1691 4.8478
101 H 4.9509 2.5116 3.8090
102 H 3.3334 2.7955 3.1574
103 H 3.1005 8.4405 6.2363
104 H 2.0108 9.4171 5.2691
105 H 4.7879 8.6168 4.2625
106 H 4.4440 10.1474 5.0881
107 H 3.6819 9.7614 3.5342
108 H 1.4523 4.8735 2.6439
109 H -0.1330 5.3591 3.1733
110 H 1.2604 2.9831 4.4776
111 H 0.2369 2.8164 3.0324
112 H -0.4317 3.4223 4.5556

Calculated values
Lowest unoccupied orbital energy in eV: -5.1
E_HOMO in eV: -10.97
HOMO-LUMO gap in eV: 5.857
Net charge: +1

***

Entry 3:
The following is a DFT calculation (ωB97M-V/def2-TZVPD) of a structure of composition C24H52INO11P in a non-equilibrium geometry.

Geometry (Å):
1 C 0.2856 0.0830 5.0907
2 C 1.7732 -0.2832 5.2044
3 P 2.8556 -0.1028 3.7150
4 C 2.0318 1.2466 2.7830
5 C 2.6326 -1.6191 2.5655
6 I 4.1869 -2.9116 3.2615
7 O 2.8934 -1.0432 1.2661
8 C 1.6773 -0.7679 0.7000
9 O 1.5604 -0.1907 -0.3371
10 O 0.6878 -1.1693 1.5130
11 C 1.2797 -2.2924 2.2425
12 C 0.3894 -2.8481 3.3151
13 C -0.9067 -3.5018 2.7907
14 C -2.0599 -3.3745 3.7810
15 C -2.8021 -2.0173 3.7115
16 N -2.7395 -1.3606 2.4041
17 C -2.4023 0.0591 2.3571
18 C -3.6842 -1.8456 1.5100
19 C -4.5073 -0.8673 0.6980
20 O -3.8877 -3.0383 1.4074
21 C 1.4864 -3.4765 1.1626
22 O 2.3733 -4.2860 1.4289
23 O 0.6963 -3.4220 0.2304
24 H 0.0707 1.0124 5.6198
25 H -0.3289 -0.6815 5.5713
26 H -0.0502 0.1479 4.0591
27 H 2.2601 0.3438 5.9537
28 H 1.9045 -1.3129 5.5474
29 H 2.0724 2.1718 3.3576
30 H 2.6407 1.3970 1.8892
31 H 1.0233 1.0180 2.4455
32 H 0.9812 -3.6187 3.8184
33 H 0.1425 -2.1080 4.0707
34 H -0.6988 -4.5651 2.6483
35 H -1.1817 -3.1330 1.8060
36 H -2.7868 -4.1656 3.5968
37 H -1.6761 -3.5143 4.7981
38 H -2.3855 -1.3446 4.4606
39 H -3.8468 -2.1798 4.0014
40 H -3.2022 0.6821 1.9658
41 H -2.1630 0.4220 3.3556
42 H -1.5131 0.2156 1.7398
43 H -5.2756 -1.4472 0.1928
44 H -3.8920 -0.3969 -0.0731
45 H -4.9483 -0.0837 1.3121
46 C 0.5448 -4.1319 -2.6942
47 C 0.2321 -4.4836 -4.1334
48 O 1.1991 -5.3682 -4.7111
49 H 1.5279 -3.6708 -2.6075
50 H -0.1883 -3.4423 -2.2790
51 H 0.5506 -5.0206 -2.0617
52 H 0.2379 -3.5964 -4.7675
53 H -0.7640 -4.9381 -4.2049
54 H 1.2184 -6.1594 -4.1642
55 C 0.8004 3.6117 -0.7532
56 C -0.2069 3.0527 0.2288
57 O -0.5215 3.9880 1.2678
58 H 1.7222 3.8931 -0.2417
59 H 1.0372 2.8761 -1.5219
60 H 0.4002 4.5043 -1.2430
61 H 0.1955 2.1708 0.7217
62 H -1.1233 2.7628 -0.2948
63 H -0.8869 4.7727 0.8486
64 C 4.4697 -2.1743 -1.5140
65 C 5.8719 -1.7365 -1.8791
66 O 6.6050 -2.7461 -2.5806
67 H 4.4872 -3.0722 -0.8950
68 H 3.9472 -1.3907 -0.9692
69 H 3.8951 -2.4067 -2.4152
70 H 6.4559 -1.5163 -0.9860
71 H 5.8362 -0.8271 -2.4915
72 H 6.1050 -2.9611 -3.3738
73 C -4.0245 4.4979 -1.5901
74 C -2.7274 5.0255 -2.1756
75 O -1.9732 3.9951 -2.8047
76 H -3.8194 3.7074 -0.8673
77 H -4.5845 5.2914 -1.0926
78 H -4.6552 4.0759 -2.3760
79 H -2.0925 5.4325 -1.3875
80 H -2.9278 5.8237 -2.8981
81 H -2.5100 3.6337 -3.5170
82 C -0.3477 4.3811 -6.6395
83 C -0.7503 5.8301 -6.4369
84 O -1.3619 6.0467 -5.1708
85 H -1.2168 3.7292 -6.5459
86 H 0.0962 4.2314 -7.6248
87 H 0.3802 4.0728 -5.8864
88 H -1.4888 6.1310 -7.1794
89 H 0.1234 6.4825 -6.5458
90 H -0.7352 5.7923 -4.4845

Calculated values
Lowest unoccupied orbital energy in eV: 2.1
E_HOMO in eV: -5.02
HOMO-LUMO gap in eV: 7.091
Net charge: -1

***

Entry 4:
The following is a DFT calculation (ωB97M-V/def2-TZVPD) of a cluster of 3 separate species, C24H52N3O8 in total in a non-equilibrium geometry.

Geometry (Å):
1 C 4.2520 -0.0492 1.1561
2 C 5.2926 -1.2227 1.5054
3 C 5.2069 -2.5178 0.5522
4 C 4.9511 -2.2011 -1.0029
5 N 4.4009 -3.4841 -1.6131
6 C 4.9212 -4.2983 -2.7090
7 C 3.9056 -5.4773 -2.9304
8 N 2.8067 -5.3513 -1.9416
9 O 1.7340 -6.1454 -1.8186
10 C 1.3077 -6.2924 -0.4284
11 C 0.2671 -5.1552 0.0668
12 N -1.1659 -5.4705 -0.2677
13 C -1.7027 -4.4352 -1.2109
14 C -1.9485 -2.9876 -0.5596
15 C -3.2272 -2.3353 -1.3488
16 O -0.8393 -2.0458 -0.7872
17 C 3.1887 -4.1599 -1.2269
18 H 4.3294 0.7579 1.9744
19 H 3.1543 -0.3690 1.1132
20 H 4.5494 0.4870 0.1689
21 H 6.3777 -0.8254 1.5943
22 H 5.0283 -1.5889 2.5761
23 H 6.2482 -3.0313 0.6095
24 H 4.4716 -3.2672 1.0168
25 H 5.8892 -1.9530 -1.6069
26 H 4.1608 -1.4020 -1.2125
27 H 5.8952 -4.0754 -3.2745
28 H 3.9599 -6.3128 -3.7224
29 H 2.2219 -6.3497 0.2866
30 H 0.7944 -7.3309 -0.3584
31 H 0.4137 -4.9702 1.2031
32 H 0.5288 -4.2054 -0.5507
33 H -1.6923 -5.3875 0.6243
34 H -1.0271 -4.4406 -2.1347
35 H -2.7391 -4.8242 -1.5627
36 H -2.1075 -3.0124 0.5814
37 H -4.1862 -2.3849 -0.7281
38 H -2.9964 -1.2117 -1.5260
39 H -3.2975 -2.8100 -2.3864
40 H -1.0855 -1.1634 -0.4108
41 H 2.5948 -3.6649 -0.3717
42 C 6.3707 4.2690 5.7370
43 O 5.4902 5.0092 4.9118
44 C 5.7775 4.8529 3.5251
45 C 4.5097 5.0192 2.6927
46 O 3.6412 3.8830 2.7316
47 C 2.9589 3.6496 3.9670
48 C 1.8572 4.6631 4.2621
49 O 2.4164 5.8991 4.6946
50 C 1.6234 7.0131 4.3274
51 H 7.3841 4.6787 5.6791
52 H 6.0144 4.3432 6.7653
53 H 6.3726 3.2112 5.4527
54 H 6.2139 3.8653 3.3255
55 H 6.5018 5.6268 3.2502
56 H 4.8081 5.1185 1.6446
57 H 3.9712 5.9321 2.9485
58 H 3.6638 3.5609 4.7942
59 H 2.4868 2.6681 3.8543
60 H 1.2222 4.2888 5.0727
61 H 1.2458 4.8037 3.3646
62 H 1.4574 7.0312 3.2452
63 H 2.1628 7.9201 4.6035
64 H 0.6657 6.9909 4.8567
65 C -4.3655 0.3711 -4.3350
66 O -5.3486 0.7326 -3.3835
67 C -5.4568 2.1444 -3.2163
68 C -6.8744 2.5290 -2.8036
69 O -7.8163 2.4952 -3.8783
70 C -8.1714 1.2011 -4.3725
71 C -9.0445 0.3955 -3.4150
72 O -8.2647 -0.1242 -2.3410
73 C -9.0056 -0.2459 -1.1410
74 H -3.3658 0.6224 -3.9648
75 H -4.4267 -0.7066 -4.4939
76 H -4.5510 0.8674 -5.2932
77 H -5.1963 2.6687 -4.1448
78 H -4.7527 2.4370 -2.4299
79 H -6.8545 3.5708 -2.4699
80 H -7.2262 1.9395 -1.9561
81 H -7.2877 0.6441 -4.6854
82 H -8.7568 1.3895 -5.2779
83 H -9.4805 -0.4575 -3.9462
84 H -9.8511 1.0330 -3.0389
85 H -9.4463 0.7156 -0.8580
86 H -8.3213 -0.5523 -0.3484
87 H -9.7884 -1.0030 -1.2508

Calculated values
Lowest unoccupied orbital energy in eV: -3.1
E_HOMO in eV: -10.42
HOMO-LUMO gap in eV: 7.343
Net charge: +1

***

Entry 5:
The following is a DFT calculation (ωB97M-V/def2-TZVPD) of a cluster of 8 separate species, C24H52NO16P in total in a non-equilibrium geometry.

Geometry (Å):
1 N -0.4369 0.6770 0.6555
2 H -0.9371 1.4144 0.9700
3 H 0.5678 1.0311 0.8180
4 H -0.5734 0.7981 -0.3178
5 H -0.3238 -0.2459 0.9342
6 P 1.1435 0.7083 3.4448
7 O 1.4997 -0.4498 2.6057
8 O 1.9347 0.6110 4.8012
9 O -0.3704 0.7700 3.5609
10 O 1.6121 1.9182 2.7430
11 O 0.1726 2.6719 -1.4567
12 C -0.1157 3.8467 -1.4188
13 O 0.1751 4.7216 -0.4948
14 C 1.0153 4.4340 0.6375
15 C 1.5309 5.5112 1.3860
16 C -0.8898 4.4932 -2.5377
17 H 1.8867 4.0576 0.1717
18 H 0.5420 3.6145 1.2994
19 H 2.4435 5.2913 1.9796
20 H 0.9629 5.9275 2.1779
21 H 1.7408 6.3875 0.8131
22 H -0.3641 5.3712 -2.8831
23 H -1.9247 4.6085 -2.3272
24 H -0.8897 4.0167 -3.4520
25 O -0.2287 -5.5650 2.4872
26 C -0.5237 -4.8299 1.5575
27 O -0.9706 -5.2662 0.3390
28 C -0.9427 -6.6745 0.0847
29 C -1.4400 -6.8047 -1.2894
30 C -0.2247 -3.3149 1.4939
31 H -1.5075 -7.0946 0.6954
32 H -0.0581 -7.0810 0.0307
33 H -1.8186 -7.9093 -1.5041
34 H -0.7086 -6.6460 -2.0071
35 H -2.4615 -6.2040 -1.3497
36 H 0.6325 -2.9450 2.2798
37 H -1.1542 -2.8228 1.8660
38 H 0.1681 -3.1946 0.4932
39 O -4.2445 4.5575 0.6653
40 C -3.3607 3.7144 0.6979
41 O -3.0552 2.7300 -0.2255
42 C -3.7786 2.5515 -1.4176
43 C -3.2808 1.4449 -2.2465
44 C -2.6226 3.5758 2.0086
45 H -3.8360 3.3180 -2.1208
46 H -4.8445 2.3619 -1.0973
47 H -3.1496 0.6664 -1.5910
48 H -2.3925 1.7445 -2.6689
49 H -3.8807 1.1362 -2.9732
50 H -1.5182 3.8545 1.9513
51 H -2.6392 2.5187 2.6288
52 H -2.9882 4.1568 2.9533
53 O -0.3830 -1.3700 -2.2020
54 C 0.6487 -1.8264 -2.6105
55 O 1.6630 -1.3520 -3.4119
56 C 1.5482 -0.1100 -4.0019
57 C 2.8447 0.3710 -4.5408
58 C 0.9944 -3.3884 -2.1616
59 H 1.4799 0.5351 -3.3135
60 H 0.7065 -0.1763 -4.7505
61 H 3.6161 0.3132 -3.7323
62 H 2.5386 1.3032 -5.1173
63 H 3.2543 -0.2970 -4.9728
64 H 1.7001 -3.8003 -2.9739
65 H 0.2122 -4.0610 -1.9030
66 H 1.5900 -3.3005 -1.1979
67 O 4.7627 -0.7711 -1.4185
68 C 4.4705 -0.1593 -0.4227
69 O 5.2559 0.4601 0.4393
70 C 6.6484 0.2831 0.2402
71 C 7.3408 0.9912 1.3289
72 C 3.0823 0.3514 -0.2023
73 H 6.7038 0.7851 -0.7119
74 H 6.8188 -0.8662 0.3201
75 H 7.1161 2.1111 1.4347
76 H 8.3366 1.1549 1.0160
77 H 7.2172 0.5822 2.2957
78 H 2.6088 -0.6297 0.2610
79 H 2.4524 0.6872 -1.0286
80 H 3.0093 1.1443 0.6644
81 O -2.8039 -1.1244 0.0857
82 C -3.4467 -1.9720 0.6319
83 O -3.9332 -1.9430 1.8870
84 C -3.3563 -0.8243 2.7231
85 C -4.0863 -0.7532 4.0202
86 C -3.9772 -3.1531 -0.1134
87 H -3.2480 0.0823 2.2924
88 H -2.2508 -0.9451 2.9359
89 H -3.9093 0.2876 4.1170
90 H -3.6549 -1.4941 4.7833
91 H -5.2645 -0.6584 3.9877
92 H -4.8001 -3.7037 0.6205
93 H -2.9919 -3.9340 -0.0384
94 H -4.0861 -2.9942 -1.1112

Calculated values
Lowest unoccupied orbital energy in eV: 3.8
E_HOMO in eV: 1.60
Energy relative to the best compared isomer or geometry (same formula, charge and spin) in kcal/mol: 0.0
HOMO-LUMO gap in eV: 2.214
Net charge: -2

***

| no. | total energy (eV) |
| --- | --- |
| 1 | -104448.19469 |
| 2 | -148542.58403 |
| 3 | -67134.26147 |
| 4 | -46564.78233 |
| 5 | -69261.25071 |